Record 1
Density functional theory data (ωB97M-V/def2-TZVPD) for a molecular structure, C34H35FKN12O2SSi.

As for the total energy: -95560.1918 eV. For the LUMO energy, the calculation gives 1.49 eV. As for the energy relative to the best compared isomer or geometry (same formula, charge and spin): 0.0 kcal per mole. The calculation puts the gap between HOMO and LUMO at 0.192 hartree. The net charge is -1.

Each line ends with the Löwdin charge.
Atoms and positions in Å:
K (1.12060, 0.82059, -0.48740)  0.6621
C (-2.19457, -1.41195, -3.54011)  -0.1749
Si (-2.42729, -0.13201, -2.15702)  0.3448
C (-4.17818, 0.55561, -2.37210)  -0.1845
C (-2.45714, -1.14939, -0.55585)  -0.1489
N (-1.23425, 1.05117, -2.02860)  -0.1110
C (-1.06262, 2.07481, -2.89357)  -0.3560
C (-1.60491, 2.17747, -4.20306)  -0.0604
C (-1.38895, 3.26388, -5.03619)  -0.1336
C (-0.60867, 4.33732, -4.63023)  -0.1414
C (-0.04708, 4.28902, -3.35604)  -0.0485
C (-0.27652, 3.20380, -2.55016)  -0.2376
F (0.29720, 3.22369, -1.30408)  -0.0366
H (-2.93229, -2.21728, -3.45747)  0.0222
H (-1.19941, -1.85936, -3.46472)  0.0008
H (-2.28261, -0.97487, -4.53744)  0.0122
H (-4.91672, -0.25034, -2.42433)  0.0177
H (-4.27125, 1.16054, -3.27642)  0.0118
H (-4.43427, 1.19555, -1.52281)  0.0191
H (-3.46908, -1.21210, -0.14564)  0.0241
H (-1.81235, -0.71061, 0.21056)  0.0136
H (-2.12633, -2.17536, -0.73599)  0.0107
H (-2.20849, 1.35231, -4.56361)  0.0750
H (-1.83634, 3.26536, -6.02443)  0.0877
H (-0.43211, 5.18489, -5.27900)  0.0800
H (0.57485, 5.09058, -2.97609)  0.1083
S (-2.62471, -6.33438, 0.64035)  0.9693
N (-2.20585, -5.21788, 1.73473)  -0.2208
C (-1.32093, -4.42597, 1.15539)  -0.3043
C (-0.67748, -3.28080, 1.76802)  -0.0989
C (-0.93480, -2.86647, 3.07529)  0.0074
C (-0.28152, -1.75776, 3.55801)  -0.0315
C (0.60350, -1.07849, 2.71752)  -0.1028
N (0.84982, -1.45810, 1.47535)  0.1167
C (0.22983, -2.54234, 1.00160)  -0.1628
C (0.52262, -2.92108, -0.39871)  -0.1508
N (1.37434, -2.14198, -1.07388)  0.1099
C (1.63683, -2.43643, -2.33560)  -0.1095
C (1.08076, -3.52688, -3.00279)  -0.0484
C (0.20429, -4.33662, -2.31670)  -0.0015
C (-0.08930, -4.03427, -0.98800)  -0.1023
C (-1.02913, -4.79877, -0.19012)  -0.3113
N (-1.70024, -5.85972, -0.60030)  -0.2221
H (-1.64815, -3.41413, 3.67751)  0.1163
H (-0.46661, -1.39015, 4.55729)  0.0992
H (1.11913, -0.18266, 3.04441)  0.0989
H (2.31647, -1.76118, -2.84451)  0.1026
H (1.32422, -3.71094, -4.03986)  0.1070
H (-0.27314, -5.18721, -2.78544)  0.1172
C (-1.69308, 1.93886, 1.85700)  -0.1839
N (-0.25857, 1.74849, 1.80674)  -0.0112
C (0.47710, 2.75769, 2.07093)  -0.1567
C (1.91646, 2.77127, 2.11860)  -0.3670
C (2.67668, 3.90140, 2.44683)  -0.0965
C (4.01203, 3.49065, 2.43415)  -0.1392
C (3.97489, 2.13368, 2.09567)  -0.2389
N (2.72169, 1.68101, 1.89873)  0.0011
C (-2.29442, 1.13744, 2.99197)  -0.2052
C (-1.81079, 1.29823, 4.28862)  -0.0481
C (-2.34842, 0.57514, 5.34180)  -0.1078
C (-3.37436, -0.33483, 5.11211)  -0.1137
C (-3.85993, -0.50458, 3.82424)  -0.0912
C (-3.32417, 0.23141, 2.77390)  -0.0406
H (-2.12853, 1.61742, 0.90671)  0.1017
H (-1.95573, 3.00000, 1.99434)  0.1191
H (0.01242, 3.73086, 2.29400)  0.1230
H (2.28827, 4.88667, 2.66217)  0.0856
H (4.88962, 4.08454, 2.64204)  0.0675
H (4.82242, 1.46345, 2.01105)  0.0672
H (-0.99285, 1.98788, 4.46441)  0.1134
H (-1.96379, 0.71561, 6.34510)  0.0979
H (-3.79027, -0.90619, 5.93304)  0.0933
H (-4.65406, -1.21582, 3.63127)  0.0991
H (-3.69903, 0.09131, 1.76773)  0.0944
N (3.73937, -1.06077, 1.01238)  0.0576
N (4.90655, -0.59912, 0.38645)  -0.0239
C (4.95252, 0.11439, -0.74659)  -0.4061
N (6.14432, 0.67262, -1.05847)  0.1789
N (3.82104, 0.15186, -1.44209)  0.1245
N (3.76706, 0.89087, -2.58656)  -0.4374
O (2.64504, 1.09509, -3.00123)  0.0308
O (4.77927, 1.28194, -3.17702)  0.0111
H (3.21562, -0.24829, 1.36256)  0.0169
H (3.15330, -1.51703, 0.31856)  0.0338
H (5.75851, -0.73645, 0.90049)  0.1340
H (6.72668, 0.96371, -0.29225)  0.1062
H (6.14596, 1.22044, -1.90709)  0.0762

Record 2
Density functional theory data (ωB97M-V/def2-TZVPD) for a molecular structure, C55H48N12O5PW at a distorted geometry.

As for the total energy: -97030.7094 eV. For the LUMO energy (alpha / beta), the calculation gives -8.31 / -8.30 eV. As for the energy relative to the best compared isomer or geometry (same formula, charge and spin): 1.8 kcal per mole. The calculation puts the gap between HOMO and LUMO (alpha / beta) at 0.235 / 0.235 hartree. The net charge is +3. Its spin multiplicity is 3.

Each line ends with the Löwdin charge.
Atoms and positions in Å:
W (-0.55377, -0.02242, 0.15897)  1.7948
C (3.33833, 2.34727, 3.36681)  0.0090
N (2.01006, 2.14628, 2.77636)  -0.0265
C (1.71448, 1.24245, 1.82650)  -0.4201
N (0.44632, 1.38074, 1.43308)  -0.0367
C (-0.07719, 2.44657, 2.16177)  -0.1482
C (0.89706, 2.91662, 3.01029)  -0.0869
C (0.84190, 4.04029, 3.95840)  -0.1756
C (1.32140, 3.90695, 5.26221)  -0.0397
C (1.25036, 4.97345, 6.14493)  -0.0511
C (0.70269, 6.18008, 5.73355)  -0.0469
C (0.21648, 6.31731, 4.43978)  -0.0453
C (0.28180, 5.25395, 3.55500)  -0.0142
C (-1.47434, 2.92370, 2.13492)  -0.2141
C (-2.01468, 3.55957, 1.02343)  -0.0497
C (-3.31606, 4.03579, 1.05866)  -0.0591
C (-4.08926, 3.88024, 2.20078)  -0.0465
C (-3.54939, 3.26561, 3.32282)  -0.0393
C (-2.24358, 2.79660, 3.29283)  -0.0392
P (2.84924, -0.08852, 1.34894)  1.2162
C (1.74081, -1.51378, 1.57137)  -0.4154
N (0.50123, -1.65540, 1.09590)  -0.0499
C (0.07645, -2.94050, 1.44373)  -0.1444
C (1.09021, -3.54856, 2.14600)  -0.0939
N (2.11521, -2.62883, 2.21486)  -0.0218
C (3.39989, -2.82974, 2.89670)  0.0130
C (1.12538, -4.86256, 2.81063)  -0.1929
C (2.18154, -5.75067, 2.61029)  -0.0401
C (2.19219, -6.97882, 3.25464)  -0.0475
C (1.15079, -7.32950, 4.10160)  -0.0433
C (0.09383, -6.45007, 4.30319)  -0.0444
C (0.07891, -5.22391, 3.66094)  -0.0208
C (-1.18072, -3.60676, 1.02780)  -0.2028
C (-2.44716, -3.05242, 1.20884)  -0.0543
C (-3.58565, -3.74728, 0.82259)  -0.0538
C (-3.47812, -5.01284, 0.26211)  -0.0558
C (-2.22247, -5.57492, 0.07283)  -0.0477
C (-1.08472, -4.87662, 0.44817)  -0.0386
C (2.56801, 0.05820, -0.43301)  -0.4338
N (1.38073, 0.00678, -1.04324)  -0.0062
C (1.63109, 0.27192, -2.38712)  -0.1500
C (2.97954, 0.47852, -2.55690)  -0.0905
N (3.54538, 0.33644, -1.31015)  -0.0284
C (4.97856, 0.38689, -0.99678)  0.0102
C (3.75230, 0.75361, -3.78108)  -0.1822
C (3.58232, -0.05014, -4.90876)  -0.0178
C (4.32006, 0.19535, -6.05547)  -0.0472
C (5.22921, 1.24464, -6.09006)  -0.0482
C (5.39529, 2.05518, -4.97587)  -0.0509
C (4.66113, 1.81136, -3.82512)  -0.0396
C (0.66892, 0.32575, -3.50831)  -0.2157
C (-0.02560, -0.80869, -3.91579)  -0.0527
C (-0.82189, -0.77664, -5.05217)  -0.0605
C (-0.90473, 0.38453, -5.80937)  -0.0559
C (-0.19786, 1.51403, -5.41838)  -0.0697
C (0.57853, 1.48965, -4.26947)  -0.0430
H (4.10371, 2.16639, 2.61862)  0.0805
H (3.49558, 1.67999, 4.21211)  0.1051
H (3.41597, 3.37345, 3.71049)  0.1049
H (1.71746, 2.95732, 5.60481)  0.1157
H (1.61857, 4.86005, 7.15622)  0.1174
H (0.65394, 7.01455, 6.42118)  0.1192
H (-0.20966, 7.25833, 4.11642)  0.1175
H (-0.08988, 5.36564, 2.54416)  0.1196
H (-1.39745, 3.72443, 0.14894)  0.1093
H (-3.72818, 4.54615, 0.19633)  0.1096
H (-5.10396, 4.25726, 2.22588)  0.1183
H (-4.13769, 3.16858, 4.22645)  0.1189
H (-1.80403, 2.36007, 4.18526)  0.1289
H (3.26141, -3.54245, 3.70302)  0.1063
H (3.74926, -1.88900, 3.30882)  0.0762
H (4.14618, -3.21872, 2.20681)  0.1082
H (2.98375, -5.50517, 1.92308)  0.1182
H (3.01533, -7.66269, 3.09326)  0.1190
H (1.15929, -8.28907, 4.60194)  0.1205
H (-0.71643, -6.71790, 4.96902)  0.1185
H (-0.74467, -4.53807, 3.82345)  0.1204
H (-2.56266, -2.08635, 1.67521)  0.0896
H (-4.56165, -3.30606, 0.98600)  0.1194
H (-4.36891, -5.56610, -0.00825)  0.1184
H (-2.12851, -6.56511, -0.35456)  0.1204
H (-0.10809, -5.31977, 0.29135)  0.1274
H (5.54149, 0.15835, -1.89525)  0.1049
H (5.21186, -0.34976, -0.23410)  0.0794
H (5.26515, 1.37531, -0.64277)  0.1050
H (2.87986, -0.87450, -4.88357)  0.1197
H (4.19171, -0.43919, -6.92298)  0.1169
H (5.80629, 1.43144, -6.98643)  0.1189
H (6.09610, 2.87953, -5.00324)  0.1174
H (4.77336, 2.47264, -2.97265)  0.1177
H (0.12487, -1.73494, -3.37787)  0.1000
H (-1.34557, -1.66722, -5.37847)  0.1111
H (-1.49186, 0.39290, -6.71917)  0.1169
H (-0.22607, 2.41270, -6.02380)  0.1139
H (1.13882, 2.36752, -3.96630)  0.1334
O (-5.69464, -1.86978, -3.35524)  0.1801
C (-4.67621, -1.04488, -3.13920)  -0.4608
O (-4.66966, 0.07566, -3.56139)  0.1449
C (-3.49776, -1.54657, -2.36137)  -0.0256
C (-2.68726, -2.64304, -2.57869)  0.0329
N (-1.60625, -2.50588, -1.80001)  0.0674
N (-1.66515, -1.39770, -1.07496)  -0.0465
C (-2.81926, -0.80936, -1.38980)  -0.1478
C (-3.26653, 0.26082, -0.44655)  -0.5150
O (-4.26053, 0.91010, -0.59780)  0.1439
O (-2.44531, 0.35984, 0.59334)  -0.1918
H (-5.61526, -2.72035, -2.90645)  0.1331
H (-2.80268, -3.49397, -3.23432)  0.1612
H (-0.87507, -3.18460, -1.64145)  0.1712
O (-1.14908, -0.34192, 2.75701)  -0.0593
H (-1.37449, -1.11423, 3.28997)  0.0850
H (-1.78152, 0.35173, 3.00077)  0.0563
N (-4.44341, 2.87822, -2.65374)  0.2431
C (-3.35110, 2.97768, -3.38971)  -0.4241
N (-3.37661, 3.57057, -4.57377)  0.2355
N (-2.14869, 2.54782, -2.97706)  0.2263
C (-1.59044, 1.94242, -2.06102)  -0.2544
N (-0.89436, 1.40036, -1.26584)  0.0306
H (-5.33608, 3.12325, -3.05264)  0.1450
H (-4.45383, 2.23817, -1.86908)  0.0758
H (-4.23528, 3.87426, -5.00303)  0.1415
H (-2.52868, 3.61408, -5.11260)  0.1243

Record 3
Density functional theory data (ωB97M-V/def2-TZVPD) for a molecular structure, C23H51BrFGaN6O3P3 at a distorted geometry.

As for the total energy: -192759.7664 eV. For the LUMO energy, the calculation gives 1.17 eV. As for the energy relative to the best compared isomer or geometry (same formula, charge and spin): 0.0 kcal per mole. The calculation puts the gap between HOMO and LUMO at 0.194 hartree. The net charge is -1.

Each line ends with the Löwdin charge.
Atoms and positions in Å:
C (-1.18974, -0.79855, 1.09959)  -0.0694
C (-0.60303, -2.03577, 1.27997)  -0.2507
C (0.74660, -2.53169, 0.67918)  -0.2548
Ga (1.79770, -1.15424, -0.41142)  0.2272
F (2.70631, -0.06413, 0.87157)  -0.4237
C (0.67621, 0.12481, -1.54567)  -0.2620
C (-0.58475, -0.51659, -2.26437)  -0.2359
C (-0.43337, -2.01314, -2.65398)  -0.2129
C (0.60205, -2.57309, -3.50971)  -0.0666
C (0.59939, -4.01473, -3.83132)  -0.0881
C (-0.43657, -4.91588, -3.31822)  -0.1079
C (-1.48404, -4.36202, -2.43886)  -0.0984
C (-1.46283, -2.94229, -2.13239)  -0.0563
P (3.54323, -2.12567, -1.70889)  0.3715
O (4.78042, -2.59042, -0.63119)  -0.4982
Br (4.36154, -0.38715, -2.99037)  0.0241
H (-2.25144, -0.78415, 0.72966)  0.0506
H (-0.69058, 0.18066, 1.28752)  0.0586
H (-1.16909, -2.77258, 1.92359)  0.0863
H (1.40752, -2.80511, 1.56586)  0.0328
H (0.64862, -3.49677, 0.09817)  0.0542
H (1.30443, 0.66666, -2.31557)  0.0300
H (0.27818, 0.94159, -0.87040)  0.0412
H (-1.51330, -0.35063, -1.66515)  0.0855
H (-0.73197, 0.06414, -3.22667)  0.0960
H (1.38960, -1.92112, -3.94748)  0.0911
H (1.36837, -4.47846, -4.50050)  0.0900
H (-0.48717, -6.00120, -3.56189)  0.0794
H (-2.28872, -5.02669, -2.05567)  0.0839
H (-2.29323, -2.55033, -1.48926)  0.0983
H (4.63217, -2.19938, 0.24938)  0.0147
O (-0.69429, 2.58594, -4.47848)  -0.2857
P (-0.16927, 3.84789, -5.15253)  0.7525
N (-0.60092, 4.90069, -3.85564)  -0.3096
C (-0.89833, 6.31556, -3.97936)  -0.1482
C (0.16253, 4.68397, -2.62622)  -0.1317
N (-1.45113, 3.86434, -6.32767)  -0.3629
C (-2.79578, 4.23355, -5.91312)  -0.1321
C (-1.51567, 2.63351, -7.11389)  -0.1541
N (0.59644, 5.21641, -5.99989)  -0.2950
C (0.26466, 5.58841, -7.37513)  -0.1354
C (2.06697, 5.10353, -5.90156)  -0.1397
H (0.00995, 6.93360, -4.00286)  0.0768
H (-1.50225, 6.64116, -3.12711)  0.0834
H (-1.47894, 6.54998, -4.87016)  0.0538
H (1.16892, 5.11877, -2.69659)  0.0716
H (0.27648, 3.62008, -2.41039)  0.0693
H (-0.34623, 5.12546, -1.76495)  0.0807
H (-3.12789, 3.68253, -5.02543)  0.0867
H (-3.51559, 4.05091, -6.71637)  0.0779
H (-2.86437, 5.30273, -5.70804)  0.0542
H (-1.99699, 1.81707, -6.56401)  0.0804
H (-0.51079, 2.30096, -7.39399)  0.0740
H (-2.06836, 2.80048, -8.04348)  0.0759
H (0.42908, 4.76858, -8.08056)  0.0813
H (0.88003, 6.43691, -7.69459)  0.0808
H (-0.76461, 5.93367, -7.45556)  0.0740
H (2.44405, 4.27452, -6.50878)  0.0807
H (2.36816, 4.92470, -4.86496)  0.0743
H (2.55648, 6.02681, -6.21941)  0.0774
O (-0.98621, -3.11348, 4.87842)  -0.2934
P (-0.47736, -2.35045, 6.09869)  0.7519
N (1.18821, -2.67655, 5.80084)  -0.3073
C (2.23220, -2.73342, 6.80714)  -0.1466
C (1.72449, -2.02657, 4.60223)  -0.1227
N (-1.08914, -3.54320, 7.20859)  -0.3638
C (-0.42288, -4.83228, 7.31009)  -0.1322
C (-2.52752, -3.75984, 7.07272)  -0.1593
N (-0.02218, -1.32619, 7.48526)  -0.2941
C (-0.56881, -1.51439, 8.82888)  -0.1366
C (-0.18075, 0.09828, 7.12523)  -0.1412
H (2.61198, -1.73728, 7.07270)  0.0776
H (3.07378, -3.32275, 6.43172)  0.0849
H (1.90818, -3.21821, 7.72712)  0.0533
H (1.92335, -0.96177, 4.78028)  0.0773
H (1.02893, -2.09530, 3.76454)  0.0539
H (2.65271, -2.50297, 4.27690)  0.0860
H (-0.26112, -5.29965, 6.33166)  0.0869
H (-1.00420, -5.52457, 7.92642)  0.0772
H (0.53824, -4.73912, 7.81716)  0.0550
H (-2.76986, -4.39792, 6.21521)  0.0780
H (-3.05065, -2.80720, 6.93899)  0.0720
H (-2.93310, -4.22357, 7.97732)  0.0752
H (-1.66057, -1.44496, 8.84896)  0.0799
H (-0.16979, -0.75261, 9.50797)  0.0807
H (-0.25928, -2.46789, 9.25329)  0.0740
H (-1.23729, 0.37013, 7.03230)  0.0783
H (0.30543, 0.30670, 6.16739)  0.0755
H (0.28837, 0.74823, 7.86720)  0.0775

Record 4
Density functional theory data (ωB97M-V/def2-TZVPD) for 2 unconnected molecules or ions with the total composition C3H8O at a distorted geometry.

As for the total energy: -5282.3288 eV. For the LUMO energy, the calculation gives 0.67 eV. As for the energy relative to the best compared isomer or geometry (same formula, charge and spin): 134.3 kcal per mole. The calculation puts the gap between HOMO and LUMO at 0.300 hartree.

Each line ends with the Löwdin charge.
Atoms and positions in Å:
C (-0.64106, -0.72697, 0.80583)  -0.1424
C (-0.84873, 0.77602, -0.90065)  -0.1499
C (0.92446, -0.45082, 0.02031)  -0.1111
O (-0.62931, 1.92375, -0.38450)  -0.0390
H (-1.56341, -0.93813, 0.26166)  0.0375
H (-0.34605, -1.74217, 1.12480)  0.0494
H (-0.92879, -0.29520, 1.75590)  0.0590
H (-0.20179, 0.70128, -1.78497)  0.0274
H (1.04922, -1.34644, -0.58273)  0.0614
H (1.42411, 0.35961, -0.49926)  0.0388
H (1.54490, -0.55960, 0.90722)  0.0552
H (0.21645, 2.29867, -0.72361)  0.1139